No. 1
{
  "formula": "C25H53Br2I2N2O2S",
  "method": "ωB97M-V/def2-TZVPD",
  "elements": ["I", "I", "Br", "Br", "S", "O", "O", "N", "N", "C", "C", "C", "C", "C", "C", "C", "C", "C", "C", "C", "C", "C", "C", "C", "C", "C", "C", "C", "C", "C", "C", "C", "C", "C", "H", "H", "H", "H", "H", "H", "H", "H", "H", "H", "H", "H", "H", "H", "H", "H", "H", "H", "H", "H", "H", "H", "H", "H", "H", "H", "H", "H", "H", "H", "H", "H", "H", "H", "H", "H", "H", "H", "H", "H", "H", "H", "H", "H", "H", "H", "H", "H", "H", "H", "H", "H", "H"],
  "coordinates": [[1.992, -5.441, 3.393], [-0.022, 0.291, 0.729], [0.405, -1.522, 5.578], [-2.753, -1.376, 1.746], [-1.708, -2.134, -1.356], [3.518, -4.027, -0.759], [-0.364, -1.282, 3.054], [-0.731, -3.815, 2.225], [-1.755, -3.424, 4.420], [1.109, 4.072, 0.014], [-0.507, -3.587, 3.779], [-1.744, 3.404, -3.858], [-0.675, -1.642, -3.833], [2.632, 4.776, 1.979], [1.187, -2.880, 0.851], [4.669, 5.084, 0.468], [-1.941, 1.976, -3.351], [-0.769, -1.445, 1.728], [0.250, -5.010, 5.870], [-1.145, -3.324, -0.109], [1.692, -2.454, -0.541], [-2.863, 1.880, -2.140], [-3.026, 4.100, -4.320], [-2.995, 3.174, -6.701], [-0.326, -2.800, 1.113], [2.285, -3.616, -1.332], [-0.106, 4.884, 0.448], [0.141, -4.887, 4.338], [2.003, 3.637, 1.175], [-3.794, 3.363, -5.416], [0.288, -2.282, 3.822], [-0.973, -2.797, -2.887], [3.479, 5.745, 1.155], [1.594, -4.699, 6.530], [-4.127, 2.388, -5.047], [-2.103, 2.566, -6.538], [4.351, 4.327, -0.252], [3.839, 6.536, 1.817], [-2.669, 4.137, -7.100], [0.188, 5.817, 0.930], [3.255, 4.339, 2.766], [-0.014, -6.042, 6.107], [-2.374, -4.223, 4.366], [3.432, -4.903, -0.363], [-4.705, 3.924, -5.638], [-0.487, -2.014, -4.840], [-0.065, -3.344, -2.637], [-0.717, 4.322, 1.159], [1.477, -3.924, 0.987], [-0.960, 1.564, -3.090], [-2.241, -2.567, 4.185], [1.432, -4.459, 7.580], [-2.481, 2.490, -1.317], [2.101, -3.848, 6.079], [-2.041, -3.827, 0.262], [2.855, 6.242, 0.408], [1.316, -2.435, 3.509], [1.848, 5.336, 2.494], [5.268, 5.817, -0.074], [-1.017, 3.393, -4.674], [-1.680, -3.496, -3.331], [-3.872, 2.225, -2.367], [1.413, 3.014, 1.858], [-1.749, -3.869, 2.140], [0.932, -1.935, -1.123], [-0.537, -4.079, -0.607], [2.488, -3.284, -2.353], [-3.592, 2.681, -7.469], [1.693, 4.643, -0.713], [-0.736, 5.141, -0.405], [2.796, 2.989, 0.786], [0.769, 3.177, -0.522], [-1.519, -0.951, -3.888], [-0.525, -5.680, 3.989], [-1.291, 4.002, -3.060], [5.318, 4.596, 1.198], [-0.535, -4.383, 6.293], [0.195, -1.072, -3.505], [-0.343, -4.726, 1.959], [1.594, -4.466, -1.390], [-3.688, 4.257, -3.465], [1.723, -2.331, 1.622], [-2.329, 1.346, -4.158], [2.264, -5.558, 6.484], [-2.763, 5.099, -4.682], [-2.941, 0.851, -1.783], [2.507, -1.743, -0.398]],
  "mulliken_charge": [0.21, 0.43, -0.02, 0.01, 0.08, -0.58, -0.23, -0.01, -0.42, 0.14, 0.42, -0.62, -1.17, -0.87, -0.60, -1.16, 0.09, -0.21, -0.52, -1.41, -0.03, -0.92, -0.82, -1.19, 0.26, -1.03, -1.23, -1.33, -0.59, -0.40, -0.43, -0.17, -0.39, -1.43, 0.23, 0.27, 0.25, 0.39, 0.30, 0.38, 0.39, 0.44, 0.30, 0.33, 0.39, 0.44, 0.06, 0.23, 0.01, 0.21, 0.30, 0.35, 0.18, 0.39, 0.53, 0.22, 0.33, 0.34, 0.39, 0.38, 0.49, 0.35, 0.28, 0.75, -0.06, 0.49, 0.42, 0.38, 0.31, 0.36, 0.30, -0.02, 0.23, 0.71, 0.09, 0.29, 0.41, 0.27, 0.61, 0.36, 0.31, 0.15, 0.20, 0.43, 0.44, 0.16, 0.40],
  "multiplicity": 1,
  "homo_ev": -11.530,
  "gap_ev": 8.616,
  "charge": 1
}


No. 2
{
  "formula": "H5N4PS",
  "method": "ωB97M-V/def2-TZVPD",
  "elements": ["S", "P", "N", "N", "N", "N", "H", "H", "H", "H", "H"],
  "coordinates": [[1.013, 1.155, 0.198], [-0.338, -0.378, -0.348], [2.555, -1.093, -0.452], [-1.374, -0.726, 0.968], [-1.527, 0.681, -0.963], [2.477, -0.065, 0.046], [-1.472, -0.007, 1.664], [-1.125, -1.491, 1.592], [-2.244, 0.254, -1.515], [3.304, 0.295, 0.467], [-1.269, 1.375, -1.657]],
  "nbo_charge": [-0.20, 1.04, -0.14, -1.15, -1.17, -0.26, 0.38, 0.38, 0.38, 0.34, 0.38],
  "multiplicity": 1,
  "homo_ev": -8.243,
  "gap_ev": 8.470,
  "relative_energy_kj_mol": 175.5,
  "charge": 0
}


No. 3
{
  "formula": "C29H43BBr2MoN7O6S4",
  "method": "ωB97M-V/def2-TZVPD",
  "elements": ["Mo", "Br", "Br", "S", "S", "S", "S", "O", "O", "O", "O", "O", "O", "N", "N", "N", "N", "N", "N", "N", "C", "C", "C", "C", "C", "C", "C", "C", "C", "C", "C", "C", "C", "C", "C", "C", "C", "C", "C", "C", "C", "C", "C", "C", "C", "C", "C", "C", "C", "B", "H", "H", "H", "H", "H", "H", "H", "H", "H", "H", "H", "H", "H", "H", "H", "H", "H", "H", "H", "H", "H", "H", "H", "H", "H", "H", "H", "H", "H", "H", "H", "H", "H", "H", "H", "H", "H", "H", "H", "H", "H", "H", "H"],
  "coordinates": [[0.084, -0.738, 0.057], [-4.712, 1.826, 0.133], [-4.656, -0.224, -2.330], [2.217, 0.283, -0.606], [-1.085, 1.280, -0.699], [-2.043, -2.474, 0.421], [0.407, 0.155, 2.326], [-0.804, -2.310, 1.256], [1.302, -2.535, -0.278], [1.655, -3.290, -2.287], [-3.266, -2.642, 1.128], [-1.975, -1.216, -0.407], [0.404, -1.540, -1.936], [1.157, -2.511, -1.548], [4.023, 0.744, 1.436], [0.926, 3.152, -0.590], [2.472, 2.272, 1.268], [0.004, 2.820, 1.786], [-1.589, 1.950, 3.001], [0.144, 2.825, -2.605], [-3.653, 1.771, 4.334], [-2.813, -0.204, 3.098], [3.290, 2.622, 2.315], [4.893, -0.468, 1.217], [2.920, 1.119, 0.752], [-0.906, -4.836, -0.291], [-2.206, -4.884, -2.749], [-5.077, 0.031, -0.470], [5.475, -0.424, -0.194], [-0.714, -5.893, -1.164], [4.250, 1.683, 2.422], [-1.155, -7.097, -3.325], [1.620, 3.974, -1.447], [-0.423, 1.689, 2.370], [-2.150, 2.782, -3.515], [0.045, 2.445, -1.312], [-2.395, 1.032, 3.884], [1.139, 3.778, -2.691], [-0.556, 0.864, -3.966], [-0.700, 2.372, -3.770], [4.068, -1.726, 1.469], [-2.415, -3.817, -1.893], [-0.927, 3.804, 2.023], [-1.359, -5.934, -2.398], [-1.759, -3.808, -0.669], [6.044, -0.428, 2.218], [-0.199, 3.078, -5.026], [-1.554, 0.677, 5.108], [-1.913, 3.272, 2.771], [1.247, 3.156, 0.926], [-6.136, -0.151, -0.341], [6.671, 0.455, 2.091], [-4.281, 2.051, 3.487], [-2.222, 3.860, -3.359], [-0.043, -6.696, -0.886], [1.560, 4.281, 1.205], [-4.226, 1.089, 4.960], [-3.299, 0.085, 2.166], [-0.129, -7.462, -3.278], [-0.658, 0.125, 4.832], [-0.389, -4.799, 0.658], [-1.969, -0.849, 2.880], [-3.425, 2.652, 4.934], [-2.703, -4.897, -3.711], [6.153, -1.268, -0.319], [-4.471, -0.652, 0.111], [-1.016, 0.595, -4.917], [-2.748, 2.524, -4.389], [-1.048, 0.297, -3.182], [0.496, 0.574, -4.002], [4.705, -0.496, -0.958], [4.728, -2.594, 1.425], [2.385, 4.642, -1.093], [-1.380, -6.828, -4.355], [-2.146, 0.049, 5.774], [3.288, -1.861, 0.727], [-2.575, 2.268, -2.656], [-3.525, -0.778, 3.692], [-1.265, 1.578, 5.652], [-1.812, -7.923, -3.045], [-2.798, 3.731, 3.163], [3.614, -1.693, 2.461], [-0.799, 4.804, 1.648], [-0.302, 4.161, -4.960], [0.837, 2.822, -5.254], [6.042, 0.495, -0.346], [-3.062, -2.996, -2.175], [3.124, 3.518, 2.885], [5.695, -0.485, 3.249], [1.417, 4.249, -3.613], [5.073, 1.621, 3.106], [6.667, -1.302, 2.035], [-0.813, 2.742, -5.860]],
  "lowdin_spin": [1.74, 0.00, 0.00, 0.00, 0.06, 0.01, 0.05, 0.02, 0.01, 0.03, 0.00, 0.02, 0.00, 0.01, 0.00, 0.00, 0.00, 0.00, 0.00, 0.00, 0.00, 0.00, 0.00, 0.00, 0.01, 0.00, 0.00, 0.00, 0.00, 0.00, 0.00, 0.00, 0.00, 0.02, 0.00, 0.01, 0.00, 0.00, 0.00, 0.00, 0.00, 0.00, 0.00, 0.00, 0.00, 0.00, 0.00, 0.00, 0.00, 0.00, 0.00, 0.00, 0.00, 0.00, 0.00, 0.00, 0.00, 0.00, 0.00, 0.00, 0.00, 0.00, 0.00, 0.00, 0.00, 0.00, 0.00, 0.00, 0.00, 0.00, 0.00, 0.00, 0.00, 0.00, 0.00, 0.00, 0.00, 0.00, 0.00, 0.00, 0.00, 0.00, 0.00, 0.00, 0.00, 0.00, 0.00, 0.00, 0.00, 0.00, 0.00, 0.00, 0.00],
  "multiplicity": 3,
  "homo_ev": [-10.875, -11.294],
  "gap_ev": [7.466, 7.778],
  "relative_energy_kj_mol": 0.0,
  "charge": 1
}


No. 4
{
  "formula": "C25H22NO3",
  "method": "ωB97M-V/def2-TZVPD",
  "elements": ["O", "O", "O", "N", "C", "C", "C", "C", "C", "C", "C", "C", "C", "C", "C", "C", "C", "C", "C", "C", "C", "C", "C", "C", "C", "C", "C", "C", "C", "H", "H", "H", "H", "H", "H", "H", "H", "H", "H", "H", "H", "H", "H", "H", "H", "H", "H", "H", "H", "H", "H"],
  "coordinates": [[-4.846, 1.889, 1.790], [-3.870, -1.271, -3.676], [5.419, 1.884, 1.498], [1.617, -1.520, -3.189], [-1.189, 1.779, 1.857], [5.305, -0.546, 1.722], [-3.545, 1.501, 1.699], [1.844, -0.525, -2.248], [-2.512, -1.351, -3.570], [0.622, 0.034, -1.906], [-3.380, 0.103, 1.517], [-2.437, 2.354, 1.842], [0.257, -1.620, -3.456], [4.126, 1.474, 1.404], [1.785, 1.735, 1.088], [-2.125, -0.454, 1.457], [-4.728, -0.528, 1.443], [1.561, 0.354, 1.422], [3.957, 0.074, 1.580], [-0.405, -0.635, -2.649], [-1.855, -2.328, -4.363], [3.030, 2.315, 1.145], [-0.977, 0.381, 1.592], [-1.789, -0.495, -2.701], [2.701, -0.484, 1.592], [-0.464, -2.463, -4.306], [0.287, -0.257, 1.519], [6.230, 0.676, 1.824], [-5.672, 0.648, 1.731], [0.059, -3.206, -4.908], [2.336, -2.092, -3.625], [-2.455, -2.964, -5.014], [0.422, 0.836, -1.207], [6.607, 0.800, 2.850], [-4.899, -0.951, 0.442], [-0.338, 2.413, 2.086], [7.076, 0.638, 1.127], [0.949, 2.355, 0.774], [3.195, 3.376, 0.977], [2.834, -0.263, -1.885], [-2.286, 0.260, -2.083], [5.541, -1.147, 0.830], [-6.437, 0.784, 0.955], [-2.015, -1.532, 1.317], [2.583, -1.560, 1.744], [5.357, -1.197, 2.602], [-4.826, -1.336, 2.179], [-6.162, 0.534, 2.709], [-4.176, -0.543, -3.105], [0.281, -1.350, 1.596], [-2.596, 3.421, 1.980]],
  "nbo_charge": [-0.44, -0.66, -0.44, -0.55, -0.04, -0.46, 0.42, -0.02, 0.30, -0.33, -0.09, -0.30, 0.17, 0.42, -0.09, -0.08, -0.46, -0.19, -0.10, -0.09, -0.27, -0.28, -0.20, -0.30, -0.08, -0.23, 0.11, -0.07, -0.07, 0.22, 0.42, 0.24, 0.21, 0.21, 0.24, 0.22, 0.22, 0.23, 0.25, 0.21, 0.20, 0.24, 0.21, 0.23, 0.23, 0.24, 0.24, 0.21, 0.47, 0.23, 0.25],
  "multiplicity": 1,
  "homo_ev": -9.967,
  "gap_ev": 4.925,
  "charge": 1
}


Question: multiplicity of number 1 (C25H53Br2I2N2O2S)?
Answer: 1


What did the fourth record say?
{
  "formula": "C25H22NO3",
  "method": "ωB97M-V/def2-TZVPD",
  "elements": ["O", "O", "O", "N", "C", "C", "C", "C", "C", "C", "C", "C", "C", "C", "C", "C", "C", "C", "C", "C", "C", "C", "C", "C", "C", "C", "C", "C", "C", "H", "H", "H", "H", "H", "H", "H", "H", "H", "H", "H", "H", "H", "H", "H", "H", "H", "H", "H", "H", "H", "H"],
  "coordinates": [[-4.846, 1.889, 1.790], [-3.870, -1.271, -3.676], [5.419, 1.884, 1.498], [1.617, -1.520, -3.189], [-1.189, 1.779, 1.857], [5.305, -0.546, 1.722], [-3.545, 1.501, 1.699], [1.844, -0.525, -2.248], [-2.512, -1.351, -3.570], [0.622, 0.034, -1.906], [-3.380, 0.103, 1.517], [-2.437, 2.354, 1.842], [0.257, -1.620, -3.456], [4.126, 1.474, 1.404], [1.785, 1.735, 1.088], [-2.125, -0.454, 1.457], [-4.728, -0.528, 1.443], [1.561, 0.354, 1.422], [3.957, 0.074, 1.580], [-0.405, -0.635, -2.649], [-1.855, -2.328, -4.363], [3.030, 2.315, 1.145], [-0.977, 0.381, 1.592], [-1.789, -0.495, -2.701], [2.701, -0.484, 1.592], [-0.464, -2.463, -4.306], [0.287, -0.257, 1.519], [6.230, 0.676, 1.824], [-5.672, 0.648, 1.731], [0.059, -3.206, -4.908], [2.336, -2.092, -3.625], [-2.455, -2.964, -5.014], [0.422, 0.836, -1.207], [6.607, 0.800, 2.850], [-4.899, -0.951, 0.442], [-0.338, 2.413, 2.086], [7.076, 0.638, 1.127], [0.949, 2.355, 0.774], [3.195, 3.376, 0.977], [2.834, -0.263, -1.885], [-2.286, 0.260, -2.083], [5.541, -1.147, 0.830], [-6.437, 0.784, 0.955], [-2.015, -1.532, 1.317], [2.583, -1.560, 1.744], [5.357, -1.197, 2.602], [-4.826, -1.336, 2.179], [-6.162, 0.534, 2.709], [-4.176, -0.543, -3.105], [0.281, -1.350, 1.596], [-2.596, 3.421, 1.980]],
  "nbo_charge": [-0.44, -0.66, -0.44, -0.55, -0.04, -0.46, 0.42, -0.02, 0.30, -0.33, -0.09, -0.30, 0.17, 0.42, -0.09, -0.08, -0.46, -0.19, -0.10, -0.09, -0.27, -0.28, -0.20, -0.30, -0.08, -0.23, 0.11, -0.07, -0.07, 0.22, 0.42, 0.24, 0.21, 0.21, 0.24, 0.22, 0.22, 0.23, 0.25, 0.21, 0.20, 0.24, 0.21, 0.23, 0.23, 0.24, 0.24, 0.21, 0.47, 0.23, 0.25],
  "multiplicity": 1,
  "homo_ev": -9.967,
  "gap_ev": 4.925,
  "charge": 1
}


Question: What is the formula in the third record?
Answer: C29H43BBr2MoN7O6S4